224
Properties=species:S:1:pos:R:3:forces:R:3:lowdin_charge:R:1 method="wB97M-V/def2-TZVPD" largest_force_ha_per_bohr=0.0803 smiles="CCOC(=O)C(F)(F)F.CCOC(=O)C(F)(F)F.CCOC(=O)C(F)(F)F.CCOC(=O)C(F)(F)F.COCCNCCOC.COCCNCCOC.COCCNCCOC.COCCNCCOC.COCCNCCOC.COCCNCCOC.COCCNCCOC" e_lumo_ha=0.0191 e_tot_ev=-150246.314 de_lowest_kj_mol=265.46
C 0.135 4.685 -5.241 -0.51 -0.93 1.12 -0.5138
H -3.223 -3.998 1.748 0.72 0.66 0.62 0.1375
C -8.453 -1.368 1.950 -0.76 0.68 -2.04 -0.5283
O 1.170 6.735 -5.653 -0.82 0.52 -0.24 0.0323
H -1.524 -6.281 2.984 -0.40 -0.44 0.32 0.0802
H 3.033 -4.880 5.047 -0.48 -0.31 -0.55 0.0940
H 2.923 -4.887 1.287 -0.41 0.83 0.86 0.1357
C 3.225 1.640 0.779 -0.38 1.07 -1.06 -0.0572
C 7.268 -4.736 3.264 -0.05 -0.48 -0.14 -0.1139
H -3.550 -3.682 -3.816 -0.07 -0.27 0.20 0.0665
H 0.836 -2.154 5.673 -0.30 -0.88 0.58 0.1220
H 2.302 -0.225 0.625 -0.41 0.24 0.39 0.0978
H -4.541 -6.420 -5.234 0.10 -0.03 0.55 0.0903
H -1.460 -8.117 -4.405 -0.30 0.72 0.67 0.1376
H -0.339 -6.130 1.668 -0.10 -0.23 0.04 0.0809
H -1.155 -3.788 -0.177 -0.47 -0.19 0.14 0.1116
H -4.391 6.333 6.158 -0.67 0.09 -0.09 0.1127
C 0.148 6.220 -4.968 1.31 -1.54 -0.44 -0.4141
O -7.246 0.682 2.054 -0.18 -0.39 -0.60 0.0495
C -3.542 3.770 6.342 1.02 0.80 0.51 -0.2101
H -3.252 -2.041 3.195 -0.12 0.67 0.13 0.1169
H -5.982 -4.025 -9.045 -0.18 -0.29 -0.24 0.0751
H -2.065 3.066 4.065 0.19 0.29 -1.08 0.0649
H 0.872 -4.251 -2.373 -0.46 -0.52 -0.14 0.1244
H -0.856 1.623 4.342 -1.33 0.52 -0.78 0.0922
C 5.568 -4.166 0.796 -0.40 1.77 -1.27 -0.1950
F -4.077 -0.273 -6.173 0.34 -0.40 -0.11 0.1682
H 4.169 -0.519 4.165 -0.57 -2.12 -0.23 0.0501
H -0.043 -1.203 2.932 0.38 1.87 -1.70 0.0832
H 5.393 -2.692 2.105 -0.59 0.06 -0.07 0.0848
H -4.238 3.990 7.168 -0.06 -0.29 -0.38 0.1262
H -0.104 5.572 2.767 -0.01 0.71 0.38 0.1082
H -3.817 -4.164 -2.162 0.01 -0.22 0.69 0.0743
H -4.633 -3.120 -9.958 -0.94 -0.30 0.36 0.0950
H 7.340 -3.214 0.340 0.42 0.01 0.11 0.1136
H -6.761 2.616 1.721 -0.69 0.27 0.08 0.1202
C -4.982 1.594 1.883 0.34 -0.08 -1.33 -0.0472
H -4.944 5.034 4.023 -0.36 -0.31 -0.05 0.1035
C 2.044 0.762 1.049 -1.67 -1.26 0.10 -0.1569
H -1.536 -4.934 -2.676 0.69 -1.00 0.86 0.1130
H 3.341 -1.846 1.926 -0.16 -0.75 -0.16 0.1128
C -4.219 5.838 4.024 1.07 -1.89 0.13 -0.1842
H 1.481 3.558 5.367 -0.27 0.69 -0.95 0.0969
H 4.121 1.144 1.149 -0.11 0.30 0.19 0.0482
O -1.444 2.607 5.913 -0.54 -0.17 1.57 -0.2408
C 1.514 6.531 3.856 -0.96 -1.69 1.99 -0.1600
H -1.701 -4.499 -7.103 0.25 0.17 -0.06 0.1217
H -4.515 0.634 1.634 0.08 0.30 -0.16 0.0763
H 3.605 0.992 3.433 -0.19 -0.17 0.39 0.0800
O -3.131 5.402 3.106 -1.24 2.06 0.78 -0.2095
C -1.787 2.188 4.614 -0.45 -1.58 0.92 -0.0954
H 5.149 -4.989 1.273 -0.78 -1.66 1.08 0.0760
O -0.689 -2.600 -1.809 -1.24 1.14 0.08 -0.1918
H 5.419 -4.278 -0.266 -0.32 -0.26 -0.60 0.1127
H 6.548 -1.206 3.261 -0.07 0.04 -0.04 0.1075
H -4.906 1.715 2.957 -0.05 0.37 0.11 0.0701
H 7.673 -4.945 0.724 -0.71 0.16 -0.22 0.1332
C -2.246 -2.385 2.991 -0.32 -0.88 -2.05 -0.2156
C -0.024 2.037 0.790 0.96 -0.68 -2.96 -0.4009
H 1.019 5.725 -1.876 -1.11 -0.18 -1.02 0.0951
C 7.049 -4.061 0.960 0.93 0.53 1.20 -0.1770
O 7.367 -3.686 2.327 -0.06 -0.19 -0.90 -0.2265
F -0.742 2.313 -1.444 -0.63 0.24 0.08 0.1762
H -3.496 7.264 2.120 0.67 -0.08 0.18 0.0871
H -6.548 1.572 0.346 0.19 -0.21 -0.69 0.1224
N 6.902 -0.545 0.496 -1.25 -1.41 1.54 -0.0402
H 1.948 4.991 1.619 0.84 -2.00 0.52 0.0711
N 4.949 -2.877 1.204 0.59 -0.62 0.48 -0.0388
F -4.898 1.397 -5.096 0.70 -0.19 -0.01 0.1172
H 4.547 -0.647 -0.606 0.78 -0.44 -0.91 0.1205
H -3.013 6.949 5.299 -0.06 -0.30 0.32 0.1245
C 7.470 0.032 1.700 -0.33 -1.25 0.54 -0.1969
H 0.679 1.376 6.241 -0.45 1.88 -0.08 0.0391
H 6.114 -1.139 0.873 0.93 0.49 -1.27 0.0842
C 0.902 0.545 -4.566 -0.42 -3.13 1.31 -0.0733
H 0.420 9.173 -3.916 1.33 -0.17 -1.19 0.1142
H 5.693 -2.503 -3.578 -0.13 -0.22 -0.15 0.0890
H 5.827 1.290 -0.021 0.85 -0.66 0.00 0.1150
C 4.463 0.408 3.775 -0.22 2.46 1.94 -0.1491
O 5.945 -1.148 -2.208 -0.11 0.54 1.24 -0.1568
H -4.128 -8.020 -4.637 0.33 -0.67 -0.09 0.0692
H 3.807 3.752 -1.688 -1.03 0.32 -0.08 0.1068
H -2.064 2.972 7.823 -0.64 0.05 -1.38 0.1423
H -2.732 1.533 4.690 1.46 0.40 -0.43 0.1103
H 0.523 1.459 -4.694 -1.64 3.68 -0.94 0.0212
H 3.264 -5.977 3.632 -0.76 -0.33 0.55 0.0861
O 1.828 4.044 -0.914 -0.17 1.73 0.09 -0.1930
O 0.804 1.091 0.295 -0.13 0.65 0.42 -0.0071
O 2.057 5.295 4.434 -0.34 0.78 -0.76 -0.1926
C -0.363 -3.557 -0.873 1.69 -0.58 0.76 -0.2660
H -3.137 1.788 7.022 0.88 0.40 -0.70 0.1299
C -7.277 -0.456 1.387 -0.21 -1.69 0.17 -0.3788
H 1.247 -1.817 -5.527 0.97 -0.05 -0.52 0.1120
C -2.537 2.727 6.812 0.24 0.01 1.68 -0.2262
C 3.478 -2.752 1.285 1.09 0.34 0.95 -0.1747
H 7.186 0.780 -1.132 -0.64 -0.24 0.78 0.1405
C 1.359 8.891 -4.512 -1.81 -0.68 2.13 -0.0758
C -0.622 -6.667 -3.056 2.26 -0.28 -0.27 -0.2446
H 2.323 6.164 -0.917 0.48 -0.67 0.13 0.1318
C -6.413 1.649 1.403 0.64 0.90 1.24 -0.2050
C -3.646 6.049 5.426 1.02 1.27 -0.49 -0.2200
C 1.106 8.175 -5.788 0.28 0.56 -1.66 -0.2062
H 0.180 8.494 -6.286 -0.28 -0.52 0.54 0.1326
C -1.322 -5.825 2.031 0.38 1.26 -1.24 -0.0924
F -2.754 1.268 -5.470 0.53 0.20 0.06 0.2102
H 0.302 7.210 2.173 -0.39 0.48 0.89 0.1181
H 0.233 4.861 5.417 1.31 -0.48 -0.89 0.1051
C -5.164 -3.330 -8.992 1.23 2.26 0.58 -0.1113
H 4.637 -2.793 -2.230 -0.17 0.22 0.49 0.0747
H 1.721 0.403 -5.222 1.42 -0.04 -0.15 0.0851
C 5.337 -0.243 -1.317 -1.25 0.43 0.15 -0.2533
H -0.217 5.108 0.288 0.21 0.45 0.24 0.1142
O -2.735 -6.447 -4.217 -0.35 -0.56 -0.52 -0.2263
N 1.486 5.830 1.469 -0.36 1.32 -0.95 -0.0344
C -0.758 -1.346 -1.148 1.07 0.68 -0.96 -0.0971
O 5.331 0.430 2.712 1.92 -0.78 0.16 -0.2157
C 0.719 6.305 2.612 -0.56 -1.07 -1.50 -0.2236
H 1.990 9.689 -4.714 0.77 1.96 -0.17 0.0500
F -1.958 3.265 0.125 0.03 0.33 -0.30 0.1740
H 7.182 0.410 3.800 -0.82 -0.55 -0.60 0.1404
H 0.692 -1.825 -3.810 0.08 -0.65 -0.69 0.1188
H 3.360 1.811 -0.327 -0.25 -0.61 1.04 0.0704
H 4.276 -1.493 -3.433 0.18 0.01 0.56 0.0929
H 1.811 -1.318 4.480 -0.43 0.23 0.54 0.1201
C 6.636 -0.151 2.979 0.16 1.32 -0.40 -0.1547
C 0.661 5.788 0.245 0.07 -0.16 1.32 -0.2059
H 8.067 -5.531 3.134 -0.81 0.85 0.06 0.1045
C 1.064 4.392 4.736 -2.33 -0.79 1.71 -0.1639
C -0.619 -2.723 -5.280 -0.57 0.23 0.93 -0.2552
H -2.819 -3.635 -6.105 -0.45 0.04 0.67 0.0907
N -1.347 -2.237 4.074 1.22 -2.04 -1.26 -0.0192
H 3.076 2.652 1.156 0.28 -0.09 0.41 0.0883
O 0.146 -0.268 5.232 0.46 -0.20 -0.44 -0.2045
C 5.071 -1.997 -2.838 -0.22 -0.80 -1.84 -0.1430
H 0.696 -2.785 3.195 -1.89 0.68 0.69 0.1181
C 0.808 0.347 6.295 0.06 -1.79 1.55 -0.1012
H -4.964 -1.804 -2.004 -1.10 0.39 0.99 0.1121
F -0.449 3.968 -4.222 0.51 1.10 -0.99 0.1251
C -2.981 -3.065 -8.121 -0.24 -1.00 0.85 -0.2209
N -0.887 -5.580 -2.145 -2.29 1.64 -0.76 -0.0562
O -3.029 0.347 -2.925 -1.77 -0.53 -1.37 0.1436
H -0.830 -0.593 -1.947 -0.25 -0.08 0.43 0.0838
C 6.372 0.393 -0.449 0.21 1.62 -0.84 -0.2421
H 0.217 -1.216 -0.650 -0.21 0.27 0.06 0.0789
C 2.708 3.652 -1.935 0.54 0.38 -0.84 -0.1247
C 0.024 -1.958 3.636 0.36 -2.51 2.09 -0.1779
H 2.539 2.599 -2.103 -0.12 -0.40 -0.13 0.0620
H 1.624 0.618 2.091 1.27 0.37 -0.78 0.1362
O 0.125 2.748 1.707 0.45 0.97 2.35 0.1794
H 2.483 4.171 -2.908 0.29 -0.28 0.82 0.0918
H -1.451 -1.526 -6.740 0.31 -0.89 0.45 0.1105
F -8.892 -2.157 0.932 0.94 -0.28 0.73 0.1322
H 1.835 8.478 -6.580 -0.05 -0.80 0.90 0.1376
C -4.200 -3.540 -2.941 -0.74 -0.62 -2.26 -0.0553
C 2.708 -5.099 4.009 1.18 0.18 -0.32 -0.0789
H -5.519 -2.331 -8.556 0.04 -1.08 -0.89 0.1049
H 0.389 6.829 0.184 -0.88 0.36 -0.58 0.1162
C -1.818 -7.363 -3.639 -0.75 -0.78 -0.11 -0.2514
O -4.314 -1.347 -3.834 0.17 2.25 -1.28 0.0340
H 0.484 -3.146 -0.272 -0.31 -0.32 0.02 0.1155
H -0.218 -3.740 -5.140 0.02 0.24 -0.37 0.1310
C -3.306 6.200 1.922 -0.45 -0.70 0.59 -0.1069
H -1.442 -2.646 -4.561 -0.26 -0.08 0.25 0.1060
O -0.103 -0.389 -4.956 -0.14 -0.22 -0.04 -0.1913
H 0.368 -0.033 7.250 0.40 0.37 -0.38 0.1107
H -2.482 -3.271 -9.048 0.42 0.04 -0.73 0.1154
H 4.822 0.869 4.776 0.07 0.08 -1.65 0.1201
H -4.066 3.320 5.495 -0.33 0.23 -0.19 0.0962
C 0.178 -4.724 -1.634 1.52 -2.23 0.21 -0.2094
H -4.244 5.860 1.499 -0.15 -0.17 -0.84 0.0799
H -2.898 -4.365 3.409 -0.07 -0.68 1.00 0.1026
O -6.576 -0.837 0.479 -0.69 0.67 0.88 0.1491
H -1.532 -1.194 -0.388 -0.22 -0.49 -0.31 0.0834
H -4.508 2.431 1.307 0.18 -0.77 0.83 0.0982
H -0.013 -7.496 -2.562 -0.56 1.09 -0.42 0.1389
H -0.009 -6.273 -3.893 0.03 -0.37 0.02 0.1150
C -3.725 -0.114 -3.815 2.14 -1.76 1.65 -0.3203
H -1.631 -1.620 4.777 -0.35 1.18 0.87 0.0873
O -0.646 6.748 -4.273 -0.74 0.74 0.37 0.1884
C -4.193 -2.101 -2.654 2.73 1.03 1.90 -0.2380
H 1.884 0.144 6.325 0.02 -0.15 -0.23 0.0901
H 3.130 -2.415 0.320 -0.50 -0.51 -0.57 0.0870
F -1.951 1.128 -0.060 -0.79 -0.42 -0.42 0.1530
C -2.468 -3.839 2.587 0.06 -0.27 -1.37 -0.2284
H 2.440 6.985 3.681 0.89 1.71 -0.39 0.1037
H -4.724 6.723 3.655 0.11 0.31 0.02 0.1042
H -1.963 4.872 5.551 -0.25 -0.11 -0.07 0.0792
H 7.397 -4.195 4.186 0.25 -0.31 0.70 0.0791
H 1.597 -5.218 3.920 0.91 0.31 -0.02 0.0953
N -1.071 -2.481 -6.613 -1.43 -1.30 -1.42 -0.0328
C 1.467 5.470 -0.950 1.90 -0.91 0.39 -0.1807
N -2.837 5.032 6.040 -0.30 -0.86 -0.09 -0.0469
H -2.312 -7.934 -2.834 -0.07 0.12 -0.13 0.1206
O 3.293 -4.040 3.220 -1.40 -0.18 -0.02 -0.2264
F -8.154 -2.079 3.017 0.32 -0.28 0.05 0.1914
F -0.576 4.479 -6.346 -0.16 -0.09 -0.19 0.1768
C -2.141 -3.514 -6.930 0.81 1.41 -0.60 -0.1615
H 0.845 6.984 4.672 1.02 -0.17 -1.14 0.1458
H 8.447 -0.351 1.926 0.67 -0.66 0.05 0.1051
H -2.461 6.029 1.274 0.14 0.04 -0.28 0.0683
H -3.213 -1.766 -2.176 -1.18 -0.68 -0.42 0.1279
F -9.524 -0.619 2.214 -0.01 0.52 0.72 0.1545
C 2.731 -3.955 1.914 1.11 0.72 -0.80 -0.2226
O -4.196 -3.811 -8.085 0.21 -0.28 0.22 -0.2115
C -4.086 -6.974 -4.399 0.83 1.53 1.08 -0.0697
C -1.207 2.225 -0.197 1.09 -0.88 0.63 -0.5594
H -3.152 -2.002 -8.032 -0.34 0.53 -0.05 0.1037
H 6.258 -5.216 3.312 0.65 0.27 -0.29 0.0877
H 1.928 8.291 -3.806 0.12 -0.39 -0.11 0.0844
H 4.777 0.540 -1.886 0.44 -0.32 0.08 0.1249
F 1.348 4.161 -5.418 0.05 0.20 -0.01 0.1584
H 1.664 -3.691 1.944 0.11 -0.55 -0.07 0.0836
H -5.222 -3.841 -3.270 0.68 -0.14 0.39 0.1023
H -4.578 -6.790 -3.412 -0.18 -0.23 -0.94 0.0968
C 0.763 -1.485 4.845 1.27 1.57 -1.49 -0.2170
C 0.401 -1.733 -4.884 0.34 1.38 1.88 -0.2221
H -2.065 -6.023 1.227 0.20 -0.37 0.64 0.0966
H 0.482 4.019 3.853 0.80 -0.10 0.62 0.0641
O -1.223 -4.407 2.179 -0.43 -0.13 0.52 -0.2432
C -3.801 0.553 -5.170 -2.33 0.92 -0.41 -0.5482
H 1.098 0.541 -3.465 0.41 -0.70 -0.65 0.1033
H -1.828 -1.933 2.043 -0.55 0.27 0.79 0.1209
H 0.850 -5.422 -1.026 -0.78 1.10 -0.32 0.1327
H 7.649 1.035 1.509 0.10 2.32 -0.03 0.0900